Entry 1:
Below is a structure of composition C37H26IrN4O4P at a distorted geometry, with properties calculated with ωB97M-V/def2-TZVPD.

Each line ends with the Mulliken charge.
Atoms and positions in Å:
Ir -0.052 -1.547 0.028  2.7128
P 0.686 0.830 -0.018  1.0011
O -2.270 -3.586 -2.946  -0.6806
O 3.793 -2.271 -0.974  -0.6046
O -2.580 -0.102 3.164  -0.6103
O 1.967 -1.905 0.274  -0.5032
N -1.719 -2.318 -1.140  -0.0592
N 0.433 -1.768 2.410  -0.1081
N -1.918 -1.292 1.293  0.0668
N 0.572 -1.565 -2.294  0.1637
C -1.424 2.217 -3.284  -1.0523
C 1.047 -1.965 -4.954  -0.5876
C -3.087 -1.544 0.655  0.7225
C -5.353 -2.008 -0.942  -0.6009
C 0.016 2.222 3.752  -0.6536
C 4.806 0.235 -0.131  -1.0654
C 5.207 1.540 0.144  -0.7374
C 0.711 1.780 2.620  -0.4446
C -0.929 1.395 -2.237  0.3628
C -0.511 -1.227 3.208  0.7815
C -2.966 -2.198 -0.679  0.3183
C 3.088 -1.522 -0.364  0.0610
C 0.945 2.900 -1.985  -0.7822
C 1.650 -2.311 4.404  -0.7837
C -0.729 3.344 -3.660  -0.6194
C -1.778 -0.782 2.579  -0.3071
C -0.325 -1.042 4.580  -0.6420
C 2.525 0.970 0.129  0.6433
C 0.015 1.725 1.434  0.8072
C -1.897 2.762 2.377  -0.4920
C 2.958 2.246 0.433  -0.9448
C 3.439 -0.047 -0.171  0.5889
C -1.457 -2.907 -2.367  -0.1015
C -0.195 -2.371 -2.993  0.7629
C 4.303 2.529 0.429  -0.9222
C -4.373 -1.157 1.102  -0.5583
C -4.121 -2.432 -1.408  -0.9285
C 0.744 -1.665 5.227  -0.6068
C 1.927 -1.229 -4.207  -1.0587
C 0.013 -2.699 -4.318  -0.7143
C 0.444 3.683 -2.985  -0.5625
C -1.252 2.284 1.253  -0.9603
C -1.296 2.773 3.631  -0.6723
C 0.239 1.756 -1.545  0.7833
C 1.477 -2.280 3.025  -0.2836
C -5.451 -1.440 0.339  -0.6548
C 1.677 -1.046 -2.881  0.0804
H 4.674 3.544 0.609  0.4297
H -6.234 -2.158 -1.529  0.4458
H -1.872 3.019 4.531  0.3797
H -1.589 0.559 -1.894  0.2236
H 0.911 4.611 -3.275  0.4429
H -1.750 2.232 0.302  0.4640
H 6.240 1.828 0.041  0.4165
H 1.913 3.223 -1.530  0.3172
H -4.073 -2.904 -2.374  0.5514
H 2.517 -2.879 4.741  0.4125
H 2.250 3.031 0.649  0.7209
H 0.818 -1.709 6.310  0.4796
H 0.552 2.325 4.713  0.3918
H 5.476 -0.584 -0.275  0.5978
H -0.984 3.981 -4.508  0.3872
H 2.776 -0.769 -4.727  0.4437
H 2.273 -0.329 -2.339  0.1585
H -0.619 -3.374 -4.804  0.6001
H -4.594 -0.639 2.022  0.4391
H -2.345 2.118 -3.810  0.4822
H 1.684 1.332 2.668  0.4479
H -6.393 -0.952 0.605  0.3349
H 1.278 -2.138 -5.985  0.4452
H 2.180 -2.812 2.392  0.5768
H -1.158 -0.676 5.184  0.5004
H -2.929 3.159 2.271  0.3568

Its molecular weight is 813.83 g mol⁻¹. Its spin multiplicity is 6. Its HOMO-LUMO gap (alpha / beta) is 7.3525 / 6.0173 eV. As for the charge: +1.

***

Entry 2:
Below is a cluster of 2 separate species, C2H7NO2 in total at a distorted geometry, with properties calculated with ωB97M-V/def2-TZVPD.

Each line ends with the Mulliken charge.
Atoms and positions in Å:
O -0.245 1.209 3.132  -0.5156
O 1.432 -0.233 -0.985  -0.4807
N -1.005 0.341 1.098  -0.2963
C 0.407 -0.389 -1.977  -0.3970
C -0.432 0.331 2.296  0.0648
H -0.060 -0.811 2.740  0.1972
H 0.617 0.414 -2.656  0.2674
H 2.249 -0.040 -1.440  0.2914
H -1.365 1.299 1.004  0.2310
H -0.591 -0.224 -1.452  0.1163
H 0.532 -1.360 -2.512  0.2113
H -1.539 -0.538 0.751  0.3104

Its molecular weight is 77.08 g mol⁻¹. Its HOMO-LUMO gap is 10.3721 eV. As for the SMILES: NC=O.CO. The calculation puts the energy above the lowest of the compared OMol25 structures with the same formula, charge and spin at 53.0 kcal/mol.

***

Entry 3:
Below is the molecule C7H9N3O2 at a distorted geometry, with properties calculated with ωB97M-V/def2-TZVPD.

Each line ends with the Mulliken charge.
Atoms and positions in Å:
O -2.513 -0.946 0.039  -0.5749
O -2.177 -0.855 -2.191  -0.5217
N 0.682 0.177 2.144  -0.5875
N -0.499 1.039 -2.154  -0.8253
N 0.889 -0.496 -0.095  -0.3290
C 1.854 -1.372 0.242  -0.1250
C -1.323 1.015 -0.928  0.0617
C -2.082 -0.389 -0.934  0.4347
C 1.618 -0.717 2.488  -0.0267
C 2.233 -1.543 1.575  -0.5939
C 0.369 0.283 0.868  0.3717
C -0.677 1.284 0.481  -0.5706
H -0.289 2.004 -2.319  0.2792
H -0.270 2.281 0.472  0.3739
H -1.514 1.219 1.209  0.2444
H 0.381 0.519 -1.930  0.2487
H 2.991 -2.301 1.788  0.3488
H 2.249 -2.009 -0.569  0.4082
H -1.601 -0.211 -2.712  0.4412
H -2.113 1.754 -1.031  0.5259
H 1.793 -0.735 3.558  0.4163

Its molecular weight is 167.17 g mol⁻¹. Its HOMO-LUMO gap is 10.1863 eV. As for the SMILES: N[C@H](Cc1ncccn1)C(=O)O. The calculation puts the energy above the lowest of the compared OMol25 structures with the same formula, charge and spin at 4.5 kcal/mol.

***

Entry 4:
Below is a cluster of 2 separate species, C6H10N in total at a distorted geometry, with properties calculated with ωB97M-V/def2-TZVPD.

Each line ends with the Mulliken charge.
Atoms and positions in Å:
N 1.650 -0.734 0.079  0.0284
C 3.677 0.786 -0.133  -1.0265
C -1.277 0.174 0.397  -0.6693
C 2.400 0.163 -0.123  0.5123
C 0.741 -1.637 0.062  -0.5027
C -2.707 0.063 0.494  -0.0451
C -3.569 0.126 -0.577  -0.7180
H 4.053 0.800 0.915  0.3264
H 0.307 -2.173 -0.724  0.3640
H 0.342 -2.203 0.860  0.3750
H 3.565 1.580 -0.845  0.2972
H -0.825 0.810 -0.363  0.3426
H -0.798 -0.051 1.279  0.5123
H -3.386 0.544 -1.484  0.3493
H -3.154 -0.441 1.417  0.2347
H 4.530 0.169 -0.452  0.3424
H -4.509 -0.260 -0.411  0.2770

Its molecular weight is 96.15 g mol⁻¹. Its HOMO-LUMO gap (alpha / beta) is 8.5556 / 5.4917 eV. As for the charge: +1. The calculation puts the energy above the lowest of the compared OMol25 structures with the same formula, charge and spin at 116.0 kcal/mol.